# C40H66FNO26PS

A cluster of 8 separate species, C40H66FNO26PS in total in a non-equilibrium geometry (ωB97M-V with the def2-TZVPD basis set, the OMol25 dataset).

Bonds (Å) are listed after each position.
Element x y z (Å)
1 S 4.27 2.85 4.65  P2 1.972
2 P 2.44 2.14 4.45  S1 1.972, C68 1.889, H118 1.435, H135 1.435
3 F 0.73 -1.26 1.64  C54 1.450
4 O -0.34 4.01 -2.25  C39 1.279
5 O -4.25 4.13 -2.11  C42 1.340, C64 1.431
6 O 5.88 -0.15 3.03  C59 1.456, C61 1.448
7 O -8.32 -3.42 0.10  C66 1.426, C70 1.346
8 O -3.43 -7.19 4.22  C37 1.427, C52 1.345
9 O 1.11 -1.62 -10.09  C53 1.208
10 O -2.43 1.28 -0.13  C62 1.257
11 O -1.73 -10.03 9.42  C31 1.427, C56 1.344
12 O 4.59 -0.42 -4.63  C44 1.346, C65 1.425
13 O 2.64 0.54 -4.48  C44 1.339, C49 1.431
14 O -7.21 -1.70 -0.63  C67 1.428, C70 1.343
15 O 0.20 -11.02 9.26  C50 1.426, C56 1.344
16 O -0.56 -9.81 7.48  C56 1.207
17 O 0.54 7.44 -0.28  C47 1.432, C57 1.342
18 O -5.55 3.93 -0.26  C42 1.209
19 O -0.78 0.71 4.10  C43 1.257
20 O -5.51 5.81 -1.55  C41 1.425, C42 1.347
21 O 0.09 1.71 -2.49  C39 1.401
22 O 1.18 9.34 0.56  C35 1.425, C57 1.348
23 O -9.48 -1.66 -0.74  C70 1.207
24 O 0.65 0.18 -11.40  C33 1.425, C53 1.347
25 O -0.60 8.28 1.50  C57 1.208
26 O -2.72 -5.61 2.74  C52 1.207
27 O -4.82 -6.47 2.71  C32 1.427, C52 1.344
28 O 1.91 0.46 -9.65  C53 1.342, C69 1.431
29 O 3.82 0.78 -6.41  C44 1.212
30 N -1.28 0.17 1.77  C43 1.497, C54 1.493, C62 1.501
31 C -2.76 -9.21 8.85  O11 1.427, H96 1.092, H105 1.091, H116 1.092
32 C -5.11 -5.63 1.59  O27 1.427, H71 1.092, H98 1.091, H115 1.092
33 C -0.13 -0.67 -12.24  O24 1.425, H85 1.091, H91 1.093, H136 1.093
34 C 0.72 2.81 -0.29  C39 1.603, C45 1.582, C55 1.553
35 C 1.02 10.39 1.52  O22 1.425, H122 1.091, H128 1.093, H129 1.093
36 C -1.44 -2.43 1.72  C54 1.608, H80 1.150, H82 1.159, H119 1.147
37 C -2.14 -7.16 4.82  O8 1.427, H88 1.091, H95 1.092, H127 1.092
38 C 2.65 3.33 1.63  C45 1.581, C68 1.582, H130 1.139
39 C 0.12 2.91 -1.77  O4 1.279, O21 1.401, C34 1.603
40 C 5.77 2.48 0.62  C48 1.620, C58 1.637, H87 1.143, H125 1.160
41 C -6.46 6.40 -0.67  O20 1.425, H100 1.093, H102 1.093, H126 1.091
42 C -5.14 4.56 -1.21  O5 1.340, O18 1.209, O20 1.347
43 C -0.53 0.86 2.87  O19 1.257, N30 1.497, C60 1.595
44 C 3.69 0.35 -5.29  O12 1.346, O13 1.339, O29 1.212
45 C 2.07 3.49 0.17  C34 1.582, C38 1.581, C51 1.595
46 C 7.69 0.82 1.57  C58 1.607, C59 1.608, H99 1.143, H113 1.160
47 C -0.35 6.31 -0.28  O17 1.432, H108 1.092, H111 1.093, H117 1.093
48 C 4.85 2.50 -0.72  C40 1.620, C63 1.611, H75 1.160, H132 1.142
49 C 1.60 1.34 -5.05  O13 1.431, H74 1.093, H81 1.093, H123 1.093
50 C 1.37 -11.33 8.51  O15 1.426, H78 1.092, H104 1.092, H110 1.091
51 C 2.85 4.33 -0.94  C45 1.595, C63 1.613, H79 1.144, H83 1.161
52 C -3.57 -6.35 3.18  O8 1.345, O26 1.207, O27 1.344
53 C 1.22 -0.45 -10.36  O9 1.208, O24 1.347, O28 1.342
54 C -0.66 -1.09 1.27  F3 1.450, N30 1.493, C36 1.608, H134 1.158
55 C -0.07 1.95 0.74  C34 1.553, C60 1.562, C62 1.593
56 C -0.69 -10.24 8.61  O11 1.344, O15 1.344, O16 1.207
57 C 0.28 8.35 0.68  O17 1.342, O22 1.348, O25 1.208
58 C 7.22 1.77 0.36  C40 1.637, C46 1.607, H86 1.161, H90 1.146
59 C 6.68 -0.40 1.84  O6 1.456, C46 1.608, H109 1.147, H114 1.159
60 C 0.54 1.81 2.17  C43 1.595, C55 1.562, C68 1.551
61 C 4.48 -0.41 2.75  O6 1.448, H89 1.148, H107 1.159, H124 1.151
62 C -1.44 1.14 0.64  O10 1.257, N30 1.501, C55 1.593
63 C 4.43 4.02 -1.05  C48 1.611, C51 1.613, H92 1.161, H120 1.149
64 C -3.77 2.80 -1.88  O5 1.431, H76 1.091, H84 1.091, H94 1.093
65 C 5.76 -0.71 -5.37  O12 1.425, H72 1.093, H121 1.091, H133 1.093
66 C -9.56 -4.09 0.34  O7 1.426, H77 1.091, H106 1.092, H131 1.092
67 C -7.19 -0.39 -1.21  O14 1.428, H93 1.092, H103 1.092, H112 1.091
68 C 1.85 2.45 2.68  P2 1.889, C38 1.582, C60 1.551
69 C 2.58 -0.07 -8.50  O28 1.431, H73 1.093, H97 1.090, H101 1.092
70 C -8.45 -2.20 -0.45  O7 1.346, O14 1.343, O23 1.207
71 H -5.01 -4.58 1.86  C32 1.092
72 H 5.52 -1.27 -6.28  C65 1.093
73 H 3.31 -0.83 -8.79  C69 1.093
74 H 1.97 2.34 -5.29  C49 1.093
75 H 5.56 2.16 -1.58  C48 1.160
76 H -3.05 2.56 -2.66  C64 1.091
77 H -9.34 -5.06 0.78  C66 1.091
78 H 1.92 -10.42 8.26  C50 1.092
79 H 2.41 4.25 -2.00  C51 1.144
80 H -1.90 -2.98 0.83  C36 1.150
81 H 1.19 0.86 -5.94  C49 1.093
82 H -0.66 -3.16 2.17  C36 1.159
83 H 2.74 5.44 -0.64  C51 1.161
84 H -3.26 2.74 -0.91  C64 1.091
85 H -0.53 -0.06 -13.05  C33 1.091
86 H 8.04 2.59 0.23  C58 1.161
87 H 5.28 1.96 1.51  C40 1.143
88 H -2.14 -7.87 5.65  C37 1.091
89 H 3.90 0.50 2.36  C61 1.148
90 H 7.24 1.14 -0.60  C58 1.146
91 H 0.50 -1.46 -12.68  C33 1.093
92 H 4.71 4.20 -2.16  C63 1.161
93 H -7.70 0.32 -0.56  C67 1.092
94 H -4.59 2.08 -1.92  C64 1.093
95 H -1.92 -6.17 5.22  C37 1.092
96 H -2.37 -8.22 8.62  C31 1.092
97 H 3.11 0.75 -8.01  C69 1.090
98 H -6.14 -5.81 1.29  C32 1.091
99 H 7.87 1.42 2.53  C46 1.143
100 H -7.39 5.82 -0.67  C41 1.093
101 H 1.85 -0.48 -7.79  C69 1.092
102 H -6.06 6.48 0.34  C41 1.093
103 H -7.63 -0.41 -2.20  C67 1.092
104 H 1.11 -11.89 7.60  C50 1.092
105 H -3.55 -9.10 9.60  C31 1.091
106 H -10.10 -4.25 -0.60  C66 1.092
107 H 3.99 -0.68 3.77  C61 1.159
108 H -0.04 5.65 -1.09  C47 1.092
109 H 6.07 -0.58 0.89  C59 1.147
110 H 2.01 -11.96 9.13  C50 1.091
111 H -1.38 6.63 -0.45  C47 1.093
112 H -6.14 -0.09 -1.30  C67 1.091
113 H 8.70 0.34 1.26  C46 1.160
114 H 7.34 -1.32 2.09  C59 1.159
115 H -4.46 -5.88 0.75  C32 1.092
116 H -3.18 -9.68 7.96  C31 1.092
117 H -0.27 5.76 0.67  C47 1.093
118 H 1.54 2.75 5.39  P2 1.435
119 H -2.20 -2.22 2.55  C36 1.147
120 H 5.00 4.81 -0.46  C63 1.149
121 H 6.41 -1.33 -4.75  C65 1.091
122 H 1.79 11.13 1.33  C35 1.091
123 H 0.80 1.44 -4.31  C49 1.093
124 H 4.31 -1.25 1.99  C61 1.151
125 H 6.03 3.55 0.97  C40 1.160
126 H -6.68 7.40 -1.03  C41 1.091
127 H -1.37 -7.46 4.11  C37 1.092
128 H 1.15 10.00 2.54  C35 1.093
129 H 0.04 10.86 1.42  C35 1.093
130 H 3.63 3.80 1.95  C38 1.139
131 H -10.17 -3.52 1.04  C66 1.092
132 H 3.99 1.75 -0.71  C48 1.142
133 H 6.30 0.21 -5.62  C65 1.093
134 H -0.68 -1.05 0.11  C54 1.158
135 H 2.54 0.72 4.60  P2 1.435
136 H -0.96 -1.11 -11.69  C33 1.093

total charge	-1
orbital gap	0.26268	Eh